C34H30BrI2N8O2SiV as an isolated structure, computed with wB97M-V/def2-TZVPD.

The geometry in ORCA input format:
```
! RIJCOSX wB97M-V def2-TZVPD def2/J DEFGRID3
* xyz -1 4
V -0.23820 -0.19099 -0.19304
C -3.22085 -1.88130 1.74802
C -1.89569 -1.62799 2.40355
C -1.61388 -2.13109 3.66330
C -0.34748 -1.91138 4.19775
C 0.58878 -1.17623 3.50733
C 0.23293 -0.64336 2.25227
N -0.99670 -0.90986 1.73138
N 0.99316 0.08128 1.40295
Si 2.51118 0.83543 1.72748
C 3.92404 -0.27542 1.18856
C 2.63735 2.45545 0.79728
C 2.73251 1.22737 3.56162
H -4.03647 -1.59325 2.41313
H -3.33952 -2.94391 1.52547
H -3.31240 -1.31724 0.82276
H -2.36001 -2.70571 4.19472
H -0.08948 -2.33483 5.16182
H 1.58591 -1.03190 3.89618
H 3.85192 -0.48404 0.11790
H 3.88694 -1.23138 1.71861
H 4.89710 0.18436 1.38364
H 2.88543 2.30620 -0.25360
H 3.42450 3.07211 1.24007
H 1.70129 3.01783 0.85094
H 3.24334 0.42681 4.10144
H 1.77513 1.40395 4.05269
H 3.33519 2.13272 3.66958
Br -0.02102 -7.14348 2.61365
C 0.24272 -5.55058 1.60693
C 1.51803 -5.03403 1.47442
C 1.70281 -3.86406 0.75250
C 0.61885 -3.20853 0.16636
C -0.65558 -3.76018 0.30445
C -0.84734 -4.92681 1.02073
N 0.77556 -2.00476 -0.52680
C 1.78121 -1.89177 -1.39183
C 2.01445 -0.66174 -2.02778
C 3.03032 -0.46759 -2.99474
C 3.19611 0.76206 -3.56506
C 2.35343 1.82401 -3.18089
C 1.38504 1.57205 -2.23701
N 1.19685 0.37997 -1.66617
H 2.35869 -5.52891 1.94161
H 2.69154 -3.42862 0.67353
H -1.48882 -3.27465 -0.18698
H -1.83609 -5.35580 1.11268
H 2.38412 -2.75510 -1.65866
H 3.65690 -1.30645 -3.26936
H 3.96916 0.91802 -4.30736
H 2.45164 2.81294 -3.60413
H 0.72613 2.36087 -1.89989
I -2.03656 2.99511 -2.86979
C -1.55851 3.68082 -0.96157
C -1.60027 5.06876 -0.72785
C -1.36711 5.58264 0.51205
I -1.42840 7.65972 0.74987
C -1.12893 4.71702 1.61331
C -0.94321 5.14933 2.94544
C -0.78867 4.22962 3.94018
C -0.82631 2.86190 3.60608
N -0.96280 2.42183 2.38458
C -1.09662 3.32024 1.38143
C -1.25340 2.77270 0.04327
O -1.16189 1.49904 -0.13737
H -1.82228 5.72621 -1.55720
H -0.94171 6.20912 3.16314
H -0.65430 4.53273 4.97010
H -0.74087 2.10919 4.38524
N -3.58094 0.00986 -1.27219
C -2.79592 -0.98548 -1.76786
O -1.54343 -0.89998 -1.61728
C -3.39978 -2.10272 -2.38621
C -4.80205 -2.12960 -2.55321
N -5.95308 -2.07572 -2.65270
C -2.59909 -3.17637 -2.84557
N -1.95278 -4.05925 -3.21352
H -3.09626 0.85758 -1.01934
H -4.54362 0.06915 -1.55902
*
```

The value obtained for the LUMO energy (spin up / spin down) is 1.83 / 1.83 eV. Its calculated total energy is -171578.1346 eV. The value obtained for the energy above the lowest of the compared OMol25 structures with the same formula, charge and spin is 0.4 kcal/mol.

A 2-piece molecular cluster, C19H20F4N overall at a distorted geometry, computed with wB97M-V/def2-TZVPD.

The geometry in ORCA input format:
```
! RIJCOSX wB97M-V def2-TZVPD def2/J DEFGRID3
* xyz 1 1
C 0.34690 0.59341 -2.46190
N -1.06073 0.59637 -2.14708
C -1.75567 -0.66138 -2.33994
C -3.19015 -0.63062 -2.88425
C -3.97771 0.60960 -2.48984
C -3.17769 1.85155 -2.88431
C -1.74557 1.86473 -2.34321
H 0.62100 1.48365 -3.05810
H 1.00167 0.60640 -1.57340
H 0.60854 -0.31265 -3.03873
H -1.13196 -1.28805 -2.99645
H -1.78478 -1.18405 -1.36312
H -3.15865 -0.68242 -3.97878
H -3.69588 -1.53286 -2.53715
H -4.94241 0.61290 -3.01414
H -4.19693 0.61352 -1.41451
H -3.15478 1.90266 -3.97942
H -3.68595 2.75457 -2.53593
H -1.76858 2.39687 -1.36816
H -1.12133 2.48705 -3.00528
F 4.52857 -3.46855 2.48451
C 3.97944 -2.62403 1.53986
C 4.46873 -2.67641 0.24090
C 3.91129 -1.76676 -0.65789
F 4.34986 -1.78710 -1.96206
C 2.91681 -0.87381 -0.31154
C 2.35067 -0.88942 1.00217
C 1.25638 -0.01493 1.26591
C 0.68444 0.31459 2.52157
C -0.29116 1.36571 2.54258
C -0.92395 1.70698 3.72088
F -1.87621 2.69791 3.69370
C -0.66632 1.07477 4.94184
C 0.31856 0.09637 4.92304
F 0.62567 -0.55397 6.10367
C 1.00063 -0.28928 3.77865
C 2.94760 -1.78680 1.94011
H 5.23968 -3.38713 -0.05280
H 2.56483 -0.13743 -1.02809
H 0.89891 0.57436 0.41942
H -0.50762 1.89142 1.61198
H -1.20112 1.32725 5.85273
H 1.77260 -1.03852 3.87359
H 2.62235 -1.83650 2.96895
*
```

The value obtained for the LUMO energy is -6.83 eV. Its calculated total energy is -32378.1351 eV. The value obtained for the energy above the lowest of the compared OMol25 structures with the same formula, charge and spin is 57.0 kcal/mol.

C52H48N7O4STc as an isolated structure at a distorted geometry, computed with wB97M-V/def2-TZVPD.

The geometry in ORCA input format:
```
! RIJCOSX wB97M-V def2-TZVPD def2/J DEFGRID3
* xyz 1 4
Tc -0.27048 -0.07249 -0.29934
S -1.25897 1.72068 -1.59963
C -2.95925 2.05693 -1.56468
N -3.31483 3.14377 -2.18958
N -4.52982 3.65727 -2.13964
C -5.48153 3.68153 -1.09412
C -6.77211 4.08263 -1.42029
C -7.72022 4.24867 -0.42411
C -7.38851 4.02508 0.90320
C -6.09787 3.62589 1.22548
C -5.14778 3.44502 0.23538
N -3.93602 1.20879 -1.01570
N -3.60047 0.01568 -0.98728
C -4.58979 -0.86128 -0.46680
C -4.66022 -2.12212 -1.04907
C -5.58828 -3.04200 -0.58933
C -6.41531 -2.71674 0.47839
C -6.33158 -1.45953 1.06445
C -5.42848 -0.52347 0.58994
H -4.68335 4.32176 -2.88136
H -7.03063 4.26245 -2.45704
H -8.72114 4.56478 -0.68513
H -8.12522 4.16653 1.68193
H -5.82603 3.47131 2.26207
H -4.13877 3.15693 0.49256
H -4.00345 -2.34706 -1.88039
H -5.66684 -4.01056 -1.06494
H -7.12924 -3.43972 0.84959
H -6.98514 -1.20373 1.88823
H -5.35975 0.46324 1.03148
C 5.85578 -0.36691 2.35741
C 4.34164 -0.30487 2.35288
C 3.76002 -0.27267 3.75395
O 3.94657 0.85159 1.61837
C 2.84744 0.45302 0.82605
C 3.24798 -0.96354 0.42969
O 3.79240 -1.42499 1.65965
C 2.11058 -1.87711 -0.10242
O 0.88033 -1.50798 0.45864
C 2.38705 -3.35125 0.24006
C 3.66943 -3.88140 0.35255
C 3.85427 -5.23244 0.60689
C 2.76484 -6.07818 0.75327
C 1.48437 -5.55870 0.64510
C 1.30316 -4.20704 0.39248
C 2.11162 -1.76720 -1.65031
C 3.20553 -2.20528 -2.39645
C 3.22645 -2.10199 -3.77717
C 2.15003 -1.56033 -4.46766
C 1.04699 -1.12604 -3.75670
C 1.05193 -1.24849 -2.37707
C 2.49224 1.45152 -0.28325
O 1.17151 1.13958 -0.67955
C 3.40860 1.38917 -1.50361
C 2.86763 1.58784 -2.76824
C 3.68058 1.58279 -3.89285
C 5.04830 1.39612 -3.76546
C 5.59801 1.21783 -2.50388
C 4.78535 1.21316 -1.37963
C 2.51016 2.87076 0.31981
C 1.37988 3.32558 0.98892
C 1.34343 4.58509 1.56715
C 2.44822 5.41861 1.48321
C 3.57777 4.97658 0.81271
C 3.60963 3.71546 0.23353
H 6.25579 0.56706 2.75155
H 6.22437 -0.51009 1.34129
H 6.19490 -1.19317 2.98093
H 4.23423 0.52090 4.33080
H 3.93698 -1.22880 4.24536
H 2.68574 -0.08763 3.71040
H 1.95106 0.39611 1.45413
H 4.02950 -0.92242 -0.33379
H 4.53871 -3.24514 0.26642
H 4.85878 -5.62549 0.69592
H 2.91500 -7.13013 0.95714
H 0.62380 -6.20611 0.76108
H 0.30661 -3.79825 0.32221
H 4.05255 -2.64957 -1.89178
H 4.09221 -2.45521 -4.32182
H 2.16751 -1.48292 -5.54617
H 0.18845 -0.69711 -4.25750
H 0.11167 -0.93787 -1.90560
H 1.80426 1.76155 -2.86538
H 3.24158 1.73721 -4.87051
H 5.68350 1.39489 -4.64166
H 6.66816 1.09808 -2.39197
H 5.22835 1.09134 -0.39976
H 0.51385 2.68630 1.03484
H 0.44805 4.91934 2.07839
H 2.42356 6.40585 1.92529
H 4.44309 5.62151 0.73197
H 4.50364 3.40414 -0.28667
N -1.49880 1.77715 3.26809
C -0.74688 0.74827 3.79373
C -0.29892 0.03309 2.73342
N -0.77524 0.62501 1.57605
C -1.49586 1.67057 1.93476
H -1.97308 2.49137 3.79564
H -0.59663 0.62089 4.85028
H 0.31510 -0.85153 2.68999
H -1.99911 2.34354 1.26095
C -3.25449 -3.94888 0.48796
C -3.36462 -2.83187 1.29989
C -2.63024 -1.70440 0.99465
N -1.79046 -1.63133 -0.04695
C -1.70418 -2.71297 -0.83658
C -2.40948 -3.87664 -0.60657
H -3.81667 -4.84760 0.70181
H -4.02321 -2.81986 2.15649
H -2.72886 -0.81977 1.60605
H -1.04865 -2.64795 -1.69378
H -2.28426 -4.70999 -1.28331
*
```

The value obtained for the LUMO energy (spin up / spin down) is -3.11 / -4.24 eV. Its calculated total energy is -86349.7190 eV. The value obtained for the energy above the lowest of the compared OMol25 structures with the same formula, charge and spin is 61.2 kcal/mol.

One molecule with the formula C4H8O3, computed with wB97M-V/def2-TZVPD.

The geometry in ORCA input format:
```
! RIJCOSX wB97M-V def2-TZVPD def2/J DEFGRID3
* xyz 0 1
C -2.43373 0.41614 -0.36503
O -1.84759 -0.75902 0.20268
C -0.65805 -0.73189 0.91174
C 0.50927 -0.39991 -0.00843
O 0.40408 -0.37195 -1.20987
O 1.64778 -0.10437 0.64176
C 2.67560 0.33901 -0.25696
H -3.32249 0.03442 -0.87932
H -1.85163 0.96273 -1.12956
H -2.77028 1.12480 0.40363
H -0.58770 -0.09764 1.81803
H -0.52895 -1.75906 1.28983
H 2.89955 -0.44562 -0.98501
H 2.32704 1.22376 -0.80124
H 3.53711 0.56860 0.36776
*
```

The SMILES is COCC(=O)OC. The value obtained for the LUMO energy is 0.87 eV. Its calculated total energy is -10419.3801 eV. The value obtained for the energy above the lowest of the compared OMol25 structures with the same formula, charge and spin is 37.4 kcal/mol.